# 1
78
Properties=species:S:1:pos:R:3:forces:R:3 method="wB97M-V/def2-TZVPD" lumo_ev=-1.80 multiplicity=1 charge=0 homo_energy_ha=-0.365 homo_lumo_gap_ev=8.13
Cd 0.02061 0.30868 2.82085 0.1118 0.0797 0.5965
Cd -2.25125 -0.03061 -1.19368 -0.7226 -0.1656 -2.1526
S -3.06514 0.42159 1.34462 -0.3105 0.1632 -0.8146
O -2.87940 1.45658 0.25937 -0.3781 0.7223 1.2155
O -1.94624 0.57345 2.32301 -1.5359 0.0583 0.3479
O -4.34884 0.47533 1.97160 0.1003 0.0567 0.2773
O -2.83923 -0.85852 0.56966 -0.6785 -1.0644 2.1121
S 0.77576 0.22869 0.17841 1.0300 0.3159 0.8986
O 0.57384 1.42752 1.04873 0.1446 0.6406 -1.0860
O 0.60075 -0.90984 1.17927 0.4382 -0.9103 -0.3668
O -0.25627 0.10394 -0.85401 2.1349 0.2178 0.0032
O 2.11660 0.23699 -0.36903 -0.2359 -0.2531 -0.4322
C -0.59287 4.15967 1.97205 0.0306 -0.1810 0.0146
O -1.30559 4.05900 3.22941 0.1858 0.6245 -0.1736
C -1.02958 3.09256 4.04157 -0.4212 -0.8261 -0.4053
O -0.19000 2.21280 3.84318 0.4564 0.2908 0.6957
O -1.81975 3.14509 5.08142 0.1099 0.2640 0.4822
C -1.78015 2.05272 6.00494 0.1009 -0.6729 -0.1420
H -0.38988 5.21335 1.81453 -0.1724 0.0493 0.0076
H -1.23813 3.73757 1.20524 0.0186 0.0311 -0.0328
H 0.33545 3.60366 1.99858 0.0288 -0.0884 0.0714
H -2.37541 1.24126 5.58229 -0.0576 0.0290 0.1379
H -2.19404 2.38392 6.94820 -0.1765 0.2296 -0.0892
H -0.76939 1.68575 6.17986 0.0639 0.2303 -0.1136
C -4.21776 -2.62906 -4.00164 -0.4802 0.3476 0.7772
O -2.96996 -3.31417 -3.97213 0.0896 -0.2129 -0.2306
C -2.03848 -2.85081 -3.16204 -0.0228 -0.1064 0.1970
O -2.12453 -1.81768 -2.52509 -0.1980 0.0243 -0.2939
O -1.02767 -3.68014 -3.13901 -0.1743 0.0056 -0.1144
C 0.15318 -3.32167 -2.40615 0.5016 -0.0375 0.1392
H -4.80169 -3.02143 -4.82347 0.2151 -0.0380 -0.2151
H -4.08865 -1.54992 -4.06883 0.1137 -0.0511 -0.2749
H -4.77137 -2.81086 -3.07519 0.1425 -0.1131 -0.0444
H 0.02816 -2.44727 -1.77424 -0.2414 0.0635 -0.1078
H 0.93831 -3.14400 -3.13753 0.0229 -0.0009 0.0398
H 0.41294 -4.17325 -1.78389 -0.0484 -0.0747 -0.0671
C -3.17092 3.80561 -1.69830 0.3164 0.1424 0.9672
O -3.12672 3.53537 -3.10029 -0.3104 0.2096 -0.1248
C -2.68957 2.36802 -3.48338 0.4241 0.2924 0.0741
O -2.21053 1.51402 -2.74998 -0.2143 0.1090 -0.4691
O -2.76184 2.27607 -4.78635 -0.3719 -0.0388 -0.1601
C -2.36832 1.02912 -5.35809 0.6004 -0.3266 -0.3146
H -3.59156 4.79723 -1.56801 -0.1255 -0.0159 -0.3127
H -2.17175 3.81273 -1.25523 0.0304 -0.1362 -0.2753
H -3.75229 3.07591 -1.14001 -0.0814 -0.0889 -0.2308
H -2.58713 1.09416 -6.41804 -0.1319 0.1099 0.0073
H -2.89954 0.18806 -4.91886 -0.0947 0.0940 0.1163
H -1.29448 0.87870 -5.23592 -0.0954 0.0065 0.0892
C 4.12195 0.74720 2.08019 0.1123 -0.2601 -0.0698
C 4.78338 1.51555 0.94454 0.5872 -0.6954 -0.2383
O 6.03264 0.86428 0.78081 -0.3328 0.0199 0.1020
C 6.22682 -0.06819 1.75502 -0.6727 0.7170 0.2375
O 7.17718 -0.74261 1.87068 0.7828 -0.5263 -0.0213
O 5.15955 -0.08895 2.59630 -0.1168 0.0798 -0.0799
F 5.01476 2.81641 1.27186 -0.1067 0.0805 -0.0173
H 3.33548 0.10875 1.68406 -0.1605 0.1325 -0.0096
H 3.74930 1.40081 2.86424 0.0391 0.0899 0.0016
H 4.27192 1.42753 -0.00932 -0.2464 0.4366 0.0725
C 3.09027 -2.73314 0.55715 0.5398 0.2528 0.4294
C 3.02702 -2.89108 2.08629 0.0670 -0.0758 -1.0238
O 4.24195 -3.47203 2.41604 0.3103 0.2114 0.1805
C 4.97959 -3.76272 1.29259 -0.5407 -0.0056 -0.3080
O 6.07731 -4.18802 1.30037 0.1066 -0.1730 0.1052
O 4.24158 -3.49463 0.18695 0.0727 -0.1666 0.2513
F 2.01555 -3.74306 2.45081 -0.1158 0.0362 0.1681
H 3.30507 -1.70051 0.28919 -0.3772 0.0482 -0.0944
H 2.19719 -3.09639 0.06147 -0.0254 -0.0577 -0.0094
H 2.89836 -1.94016 2.59649 -0.0775 -0.1339 0.2935
C 1.12390 1.40461 -3.32621 0.1835 -0.3730 0.0322
Cl 1.27378 2.41246 -4.76918 -0.0902 0.1271 0.0368
Cl 0.88507 -0.30213 -3.76372 -0.0301 0.0684 -0.1262
H 2.04170 1.44643 -2.75578 0.0346 0.0953 0.0306
H 0.27588 1.71450 -2.73212 -0.0606 0.0603 -0.0489
C -1.39757 -3.34747 2.14204 -0.5229 0.4256 0.9558
Cl -2.49753 -4.22587 3.23905 0.0153 0.0154 0.0622
Cl -1.54343 -3.98141 0.51520 0.4041 0.0824 -0.0255
H -1.70959 -2.30742 2.17233 -0.1923 -0.0656 -0.4723
H -0.41878 -3.40861 2.60424 0.2818 -0.4514 -0.6381

=====

# 2
22
Properties=species:S:1:pos:R:3:forces:R:3 method="wB97M-V/def2-TZVPD" lumo_ev=-3.09 multiplicity=1 e_above_lowest_kcal_mol=17.10 charge=+1 homo_energy_ha=-0.495 homo_lumo_gap_ev=10.39
N 0.86788 -0.42186 -0.33114 0.3171 1.6756 -0.0150
C 0.35012 0.40418 -1.47535 -0.4796 -0.3361 -1.1714
C -1.16213 0.73103 -1.39119 0.6504 -0.8743 -1.4226
N -1.61260 0.86039 -0.04947 0.6293 0.1917 0.5275
H 0.19783 -1.04123 0.14699 -0.0879 -0.1820 -0.9273
H 1.68525 -0.89655 -0.71170 -0.0110 -0.3396 0.8200
H 1.13870 0.20978 0.42826 0.5646 -0.1910 0.1321
H 0.90676 1.32155 -1.69160 0.4714 -0.1794 1.0617
H 0.59717 -0.21281 -2.34365 -0.5625 0.1039 -0.1306
H -1.32326 1.60364 -2.01016 -0.0341 0.5599 0.3343
H -1.61767 -0.04233 -2.01483 -0.6094 -0.2682 0.5505
H -2.22692 1.61194 0.20627 -0.2247 -0.0805 -0.2475
H -1.80174 -0.01448 0.40130 -0.4130 -0.0111 0.1408
H 0.48031 1.88861 0.49168 -0.5693 0.5701 0.3223
H 0.40760 2.28445 1.97956 -0.1406 0.0269 -0.0798
O 1.01890 2.14066 1.25071 0.5210 -0.4539 -0.1666
H -0.95196 -2.96741 0.38536 -0.0606 0.2131 -0.2961
H -2.24368 -2.34906 -0.08558 0.0294 0.1554 -0.1874
O -1.28712 -2.21199 -0.13026 -0.0261 -0.6155 0.6022
H 2.38372 -0.20775 2.32665 0.1492 -0.0158 -0.0772
H 1.97510 -1.61711 2.68924 0.1357 -0.1000 -0.1120
O 2.21773 -1.07364 1.92892 -0.2493 0.1508 0.3420

=====

# 3
49
Properties=species:S:1:pos:R:3:forces:R:3 method="wB97M-V/def2-TZVPD" lumo_ev=0.03 multiplicity=1 e_above_lowest_kcal_mol=69.40 charge=0 homo_energy_ha=-0.322 homo_lumo_gap_ev=8.79
C -0.19842 -1.22855 3.04187 -1.1845 -1.3048 -0.3121
C 0.16487 0.09705 2.51344 -0.8455 1.1516 0.4108
C 0.21901 0.42136 1.22170 0.1153 0.6749 -0.3483
C 0.00188 -0.60553 0.17420 -1.6709 1.9436 0.5797
C 0.75711 -0.67161 -0.90991 -1.0825 -0.5844 -0.9227
C 0.61023 1.03537 3.56752 2.6687 1.4012 0.6777
H -1.01005 -1.21804 3.78853 0.7912 0.6217 0.4892
H 0.71911 -1.70142 3.41617 -0.5331 -0.2261 0.0404
H -0.75877 -1.85334 2.32739 0.9643 -0.1091 -0.3277
H 0.36136 1.49449 0.83861 0.1893 -1.8899 1.1617
H -1.04683 -1.00324 0.26180 1.2467 -0.3178 -0.5509
H 1.74450 -0.20340 -1.00641 -0.5270 -0.1537 -0.1074
H 0.31032 -1.24611 -1.73485 0.9890 0.1575 0.0827
H 1.59092 0.58255 3.93708 -1.0411 0.4769 -0.3072
H 0.07957 1.28059 4.50558 -0.5298 -0.5969 -0.7545
H 0.94534 2.01128 3.12801 -0.4679 -0.6897 0.2596
H -1.69528 -2.39295 -1.41627 -0.2017 -0.2284 -0.4518
H -2.97151 -2.99794 -2.10390 0.3096 0.0168 -0.0920
O -2.62670 -2.62050 -1.28852 0.0223 0.6524 0.0487
H -0.21341 2.43012 -0.66601 -0.0827 0.0275 0.0212
H -1.20706 3.55750 -0.71215 0.5473 -0.2627 0.3790
O -0.32696 3.32411 -0.32906 0.0612 0.3778 -0.2228
H 2.78266 -2.41689 -0.88478 0.1763 -0.3692 0.0540
H 2.17151 -3.87391 -0.91737 0.4006 0.2553 0.0355
O 2.01604 -2.94545 -1.12522 -0.2257 -0.4027 -0.1474
H -1.64791 -4.25789 0.81597 -0.0117 -0.0143 -0.0183
H -2.71172 -3.20207 0.50537 0.0140 -0.7591 0.0928
O -2.56506 -4.03365 0.99565 -0.0372 0.4100 0.3072
H -2.52747 -0.18662 -3.66493 0.2406 -0.6711 -0.0689
H -1.07792 -0.19316 -3.82946 0.3693 -0.0497 -0.1939
O -1.80721 -0.81627 -3.87726 -0.6340 0.3687 0.0058
H -0.29747 2.42100 -3.27137 -0.2026 -0.0025 -0.1156
H 0.07076 1.18032 -2.52140 -0.1498 -0.2438 0.0721
O -0.67765 1.57456 -2.99531 0.9244 0.3506 -0.0731
H -3.36055 2.48916 -1.04876 -0.0614 -0.2740 -0.3231
H -2.53582 2.57544 -2.38777 -0.3460 -0.2354 0.3816
O -2.63194 2.92714 -1.49495 -0.1121 1.1274 -0.1046
H -2.03669 0.71957 -1.44871 0.1016 -0.1600 0.0040
H -2.91018 -0.55289 -1.63592 0.0868 0.0157 0.2314
O -2.93292 0.41514 -1.61299 -0.6276 -0.4084 0.0693
H 2.78285 3.16442 1.62646 0.6269 -0.5473 0.1248
H 1.84547 3.31418 0.55896 -0.1621 -0.3685 -0.7953
O 2.63313 2.77604 0.75207 -0.7264 1.2354 0.6973
H 4.36899 1.70006 -0.27594 0.0109 -0.0947 0.0035
H 3.11617 0.91824 -0.11895 -0.0093 0.3123 0.0500
O 4.02611 0.80890 -0.41002 0.0807 -0.3537 -0.1795
H 2.87115 -1.76217 1.99254 0.0280 -0.0934 0.3004
H 2.81296 -0.38653 1.43343 0.0368 0.1725 0.4957
O 2.77344 -0.84846 2.28585 0.4711 -0.3382 -0.6590